Entry 1:
{
  "formula": "C34H34HfN6O5P2",
  "method": "ωB97M-V/def2-TZVPD",
  "symbols": ["Hf", "C", "N", "P", "C", "C", "C", "C", "C", "C", "C", "C", "C", "C", "C", "C", "P", "C", "C", "C", "C", "C", "C", "C", "C", "C", "C", "C", "C", "H", "H", "H", "H", "H", "H", "H", "H", "H", "H", "H", "H", "H", "H", "H", "H", "H", "H", "H", "H", "H", "H", "H", "O", "N", "N", "O", "C", "C", "C", "C", "C", "C", "H", "H", "H", "H", "H", "C", "N", "C", "C", "N", "H", "H", "H", "H", "H", "H", "O", "N", "O", "O"],
  "coordinates": [[0.15041, 0.06605, 0.24829], [-0.53393, -4.24250, -1.52497], [-0.29130, -2.86652, -1.04522], [0.87557, -1.84934, -1.79296], [0.54810, -1.90031, -3.56012], [-0.19925, -0.88107, -4.14566], [-0.54753, -0.94319, -5.48583], [-0.14087, -2.02798, -6.24950], [0.62232, -3.04105, -5.68178], [0.97275, -2.97698, -4.34338], [2.46653, -2.65402, -1.55947], [3.55031, -2.17853, -2.30094], [4.81477, -2.70714, -2.09905], [5.00537, -3.70810, -1.15507], [3.93504, -4.17619, -0.40636], [2.66820, -3.64569, -0.60093], [-1.56868, -1.89237, -0.52316], [-2.97726, -1.99456, -1.61625], [-3.27843, -0.93534, -2.46963], [-4.34903, -1.02721, -3.34544], [-5.11878, -2.18132, -3.37027], [-4.83337, -3.23786, -2.51275], [-3.77166, -3.14519, -1.62960], [-2.08417, -2.50702, 1.08617], [-3.34261, -2.14763, 1.57973], [-3.68246, -2.45168, 2.88656], [-2.77251, -3.10885, 3.70923], [-1.52387, -3.46555, 3.22417], [-1.17336, -3.15964, 1.91540], [0.40791, -4.70409, -1.81082], [-1.20105, -4.23580, -2.38881], [-0.97771, -4.83578, -0.72506], [-0.49877, -0.01640, -3.56239], [-1.12084, -0.14453, -5.93685], [-0.40641, -2.07856, -7.29716], [0.95122, -3.87601, -6.28552], [1.58436, -3.76087, -3.91294], [3.41051, -1.40612, -3.04943], [5.65041, -2.34144, -2.68009], [5.99255, -4.12255, -1.00031], [4.08649, -4.95120, 0.33270], [1.84452, -3.99172, 0.00957], [-2.68621, -0.02755, -2.44681], [-4.58532, -0.20147, -4.00276], [-5.95392, -2.25729, -4.05398], [-5.44463, -4.12995, -2.52890], [-3.57112, -3.96262, -0.94684], [-4.06032, -1.64028, 0.94527], [-4.66138, -2.18487, 3.26281], [-3.04250, -3.35019, 4.72873], [-0.81927, -3.98195, 3.86200], [-0.19752, -3.44159, 1.54018], [0.10144, 0.58851, 2.26074], [-0.96267, 1.07098, 2.84663], [-1.92578, 1.13365, 2.04717], [-1.76469, 0.76136, 0.80356], [-3.26176, 1.50447, 2.50018], [-4.23406, 1.67854, 1.53328], [-5.51219, 2.01609, 1.95779], [-5.78152, 2.17078, 3.30962], [-4.77714, 1.98943, 4.25285], [-3.49346, 1.64879, 3.85748], [-4.00292, 1.56047, 0.48574], [-6.29380, 2.16227, 1.22515], [-6.77929, 2.43534, 3.63202], [-4.99007, 2.10987, 5.30608], [-2.71024, 1.49400, 4.58402], [3.33681, 4.10977, 0.12905], [2.18904, 3.64537, 0.93506], [2.13892, 3.96378, 2.37653], [1.27815, 2.91865, 0.40336], [0.42677, 2.28512, -0.09269], [3.35092, 5.19753, 0.13939], [3.22239, 3.75319, -0.89028], [4.25238, 3.71219, 0.56187], [2.04595, 5.04087, 2.49867], [3.05683, 3.60864, 2.84024], [1.28315, 3.46268, 2.82020], [1.43468, -1.38852, 1.12510], [2.55819, -0.74475, 0.89046], [3.60314, -1.07588, 1.29554], [2.32294, 0.30299, 0.16561]],
  "forces_ev_per_a": [[-0.7, 0.7, -0.4], [0.0, 0.1, 0.1], [0.0, -0.2, -0.4], [-0.3, 0.1, 0.1], [0.2, 0.0, -0.1], [0.0, 0.1, 0.0], [0.0, 0.0, 0.0], [0.0, 0.0, 0.0], [0.0, 0.0, 0.0], [0.0, 0.0, 0.0], [0.1, 0.0, 0.0], [0.0, 0.0, -0.1], [0.0, 0.0, 0.0], [0.0, 0.0, 0.0], [0.0, 0.0, 0.0], [0.0, 0.0, 0.0], [0.3, 0.0, 0.3], [-0.2, 0.0, 0.0], [0.0, 0.1, 0.0], [0.0, 0.0, 0.0], [0.0, 0.0, 0.0], [0.0, 0.0, 0.0], [0.0, 0.0, 0.0], [-0.1, 0.0, 0.0], [0.0, 0.0, 0.0], [0.0, 0.0, 0.0], [0.0, 0.0, 0.0], [0.0, 0.0, 0.0], [0.0, -0.1, 0.0], [0.0, 0.0, 0.0], [0.0, 0.0, 0.0], [0.0, 0.0, 0.0], [0.0, 0.0, 0.0], [0.0, 0.0, 0.0], [0.0, 0.0, 0.0], [0.0, 0.0, 0.0], [0.0, 0.0, 0.0], [0.0, 0.0, 0.0], [0.0, 0.0, 0.0], [0.0, 0.0, 0.0], [0.0, 0.0, 0.0], [0.0, 0.0, 0.0], [0.0, 0.0, 0.0], [0.0, 0.0, 0.0], [0.0, 0.0, 0.0], [0.0, 0.0, 0.0], [0.0, 0.0, 0.0], [0.0, 0.0, 0.0], [0.0, 0.0, 0.0], [0.0, 0.0, 0.0], [0.0, 0.0, 0.0], [0.0, 0.0, 0.0], [0.1, -0.1, 0.3], [0.1, 0.0, -0.1], [-0.5, 0.1, 0.3], [-0.2, -0.2, 0.0], [0.5, -0.1, -0.3], [-0.2, 0.1, 0.1], [0.1, 0.0, -0.1], [0.0, 0.0, 0.0], [0.1, 0.0, 0.0], [-0.2, 0.0, 0.0], [0.0, 0.0, 0.0], [0.0, 0.0, 0.0], [0.0, 0.0, 0.0], [0.0, 0.0, 0.0], [0.0, 0.0, 0.0], [-0.1, 0.0, 0.1], [0.0, -0.1, 0.0], [0.0, 0.0, -0.2], [0.0, 0.3, -0.1], [0.1, -0.5, -0.2], [0.0, 0.0, 0.0], [0.0, 0.0, 0.0], [0.0, 0.0, 0.0], [0.0, 0.0, 0.0], [0.0, 0.0, 0.0], [0.0, 0.0, 0.1], [0.8, -0.1, 0.2], [-0.7, -0.1, -0.1], [-0.1, 0.0, -0.1], [0.7, -0.1, 0.4]],
  "orbital_gap_ev": 7.74,
  "e_homo_ev": -13.759,
  "spin_multiplicity": 1,
  "charge": 2
}

---

Entry 2:
{
  "formula": "C34H34N2O6PS2W",
  "method": "ωB97M-V/def2-TZVPD",
  "symbols": ["W", "C", "C", "O", "C", "C", "C", "N", "N", "C", "O", "C", "C", "C", "C", "C", "C", "H", "H", "H", "H", "H", "H", "H", "H", "H", "H", "H", "H", "O", "S", "O", "O", "C", "C", "C", "C", "C", "C", "P", "C", "C", "C", "C", "C", "C", "C", "C", "C", "C", "C", "C", "H", "H", "H", "H", "H", "H", "H", "H", "H", "H", "H", "H", "H", "H", "O", "S", "C", "C", "C", "C", "H", "H", "H", "H", "H", "H", "H", "H"],
  "coordinates": [[-0.07916, 0.44134, -0.35045], [4.20374, 1.09724, -0.14285], [2.81954, 1.62484, -0.30275], [1.80014, 0.75344, -0.12875], [2.55584, 2.92444, -0.62545], [1.23444, 3.42154, -0.77515], [0.98514, 4.87554, -0.84445], [0.21164, 2.55584, -0.82705], [-1.01626, 3.20674, -0.90065], [-2.03036, 2.40604, -0.90065], [-1.77676, 1.08504, -0.78535], [-3.37606, 2.92954, -0.97825], [-3.57746, 4.31474, -0.86335], [-4.85386, 4.82894, -0.92965], [-5.93986, 3.97754, -1.10475], [-5.74446, 2.60874, -1.24115], [-4.47116, 2.07674, -1.17645], [4.17854, 0.04964, 0.15165], [4.76504, 1.66824, 0.59655], [4.74184, 1.20324, -1.08555], [3.36994, 3.62744, -0.71325], [1.90264, 5.44754, -0.75775], [0.29584, 5.16654, -0.05155], [0.47264, 5.12614, -1.77505], [-2.72116, 4.95294, -0.72465], [-5.00696, 5.89274, -0.84615], [-6.93996, 4.38094, -1.13135], [-6.58756, 1.95644, -1.40225], [-4.30756, 1.01414, -1.29425], [-0.88876, -0.88936, -1.71995], [-1.73236, -1.64556, -0.70005], [-1.17566, -0.99476, 0.56555], [-3.13036, -1.49586, -0.80235], [-1.08206, -3.28806, -0.78525], [-1.87176, -4.41226, -0.93255], [-1.25006, -5.63956, -1.14585], [0.12894, -5.70766, -1.27005], [0.90904, -4.56726, -1.13195], [0.31494, -3.34166, -0.84585], [1.25014, -1.79826, -0.46665], [2.16674, -2.16896, 1.07305], [1.91664, -1.25176, 2.10475], [2.56914, -1.37086, 3.31875], [3.46064, -2.41706, 3.52265], [3.67854, -3.35206, 2.52315], [3.03364, -3.23446, 1.30125], [2.36024, -1.58116, -1.90675], [1.98184, -0.56666, -2.80065], [2.69634, -0.36676, -3.96855], [3.78734, -1.17956, -4.25915], [4.17884, -2.16846, -3.37245], [3.47624, -2.36236, -2.19255], [-2.94716, -4.32946, -0.88915], [-1.85026, -6.53036, -1.24745], [0.60354, -6.65526, -1.47845], [1.97464, -4.63136, -1.28095], [1.19114, -0.43336, 1.93255], [2.39994, -0.65346, 4.10875], [3.98094, -2.50416, 4.46395], [4.35514, -4.17556, 2.69395], [3.20684, -3.97846, 0.54165], [1.08274, 0.08024, -2.57865], [2.41144, 0.40884, -4.66295], [4.33274, -1.03636, -5.17795], [5.03024, -2.79216, -3.60165], [3.81334, -3.11156, -1.49515], [-0.33866, 1.26444, 1.48125], [-1.39186, 2.01184, 2.39665], [-1.18806, 1.15284, 4.00475], [-2.50276, 0.45554, 4.32105], [-3.04626, -0.03776, 2.98705], [-2.95406, 1.14354, 2.03005], [-0.89316, 1.87004, 4.76715], [-0.38056, 0.43854, 3.84395], [-3.20406, 1.14984, 4.78535], [-2.34556, -0.36716, 5.01805], [-4.07766, -0.37776, 3.06625], [-2.44336, -0.86616, 2.60285], [-3.76056, 1.86074, 2.18605], [-2.94536, 0.82974, 0.98295]],
  "forces_ev_per_a": [[2.2, 2.3, 3.1], [-0.3, -0.3, 0.3], [-0.4, -0.2, -0.1], [1.0, 0.5, -0.5], [-0.8, 0.1, -0.1], [0.9, -0.6, 0.1], [-0.1, 0.2, -0.1], [-2.3, -1.1, -0.2], [0.7, -0.2, -0.2], [0.4, 1.0, 0.1], [-0.9, 1.3, -1.0], [-0.5, -0.3, 0.0], [0.1, -0.3, 0.0], [0.0, 0.0, 0.0], [0.1, -0.1, 0.0], [0.0, -0.1, 0.0], [0.3, 0.1, 0.1], [0.1, 0.0, 0.0], [-0.1, 0.1, 0.1], [-0.1, 0.0, -0.1], [0.1, 0.0, 0.0], [0.1, -0.1, 0.0], [0.0, 0.0, 0.1], [0.0, 0.0, 0.0], [0.0, 0.2, 0.0], [0.0, 0.1, 0.0], [-0.1, 0.0, -0.1], [-0.1, -0.1, 0.0], [-0.1, -0.1, 0.0], [-0.1, 0.2, -0.4], [-1.0, -2.0, -0.5], [-0.1, -0.1, 0.6], [0.0, -0.5, -0.1], [0.0, 0.5, 0.0], [-0.3, 0.0, 0.0], [0.0, 0.2, 0.0], [-0.2, 0.0, 0.0], [0.1, 0.6, 0.1], [-0.2, 0.5, 0.1], [2.1, -1.5, -0.7], [-0.6, 0.9, 0.0], [-0.3, 0.3, -0.3], [0.0, 0.0, 0.0], [-0.1, 0.1, 0.0], [0.0, 0.0, -0.1], [-0.1, 0.0, -0.2], [-0.5, 0.5, 0.2], [-0.4, 0.1, 0.3], [-0.1, 0.1, 0.0], [-0.1, 0.0, 0.1], [0.0, 0.0, 0.0], [-0.1, 0.0, 0.2], [-0.1, 0.0, 0.0], [-0.1, -0.1, 0.0], [0.0, 0.0, 0.0], [0.1, 0.0, 0.1], [0.7, -0.6, 0.4], [0.0, 0.0, 0.0], [0.0, 0.0, 0.1], [0.0, -0.1, 0.0], [0.1, -0.1, -0.1], [1.0, -0.6, -0.5], [-0.1, 0.1, 0.0], [0.1, 0.0, -0.1], [0.1, 0.0, 0.0], [0.0, -0.2, 0.1], [0.7, -0.8, -1.0], [-0.6, -0.5, 0.1], [0.1, 0.0, 0.3], [-0.3, -0.1, -0.2], [0.1, -0.1, 0.1], [-0.2, -0.3, 0.0], [0.1, 0.2, -0.1], [0.1, 0.0, -0.1], [0.0, 0.0, 0.0], [0.1, 0.1, 0.0], [0.0, 0.0, 0.0], [-0.1, 0.1, 0.1], [0.1, 0.2, 0.0], [-0.1, 0.3, 0.2]],
  "orbital_gap_ev": [4.73, 5.20],
  "e_homo_ev": [-16.322, -16.393],
  "spin_multiplicity": 1,
  "charge": 3
}

---

Entry 3:
{
  "formula": "C34H34N5O2PmS2",
  "method": "ωB97M-V/def2-TZVPD",
  "symbols": ["Pm", "C", "C", "N", "N", "C", "S", "S", "C", "C", "C", "C", "C", "C", "C", "C", "C", "C", "C", "C", "C", "O", "H", "H", "H", "H", "H", "H", "H", "H", "H", "H", "H", "H", "H", "H", "O", "C", "C", "C", "C", "C", "C", "C", "N", "C", "C", "N", "H", "H", "H", "H", "H", "H", "H", "C", "N", "C", "C", "C", "C", "C", "C", "C", "C", "H", "H", "H", "H", "H", "H", "H", "H", "H", "H", "H", "H", "H"],
  "coordinates": [[-0.73873, -0.20940, 1.01806], [-0.01647, -4.34157, 2.21763], [0.59460, -3.31368, 1.39925], [-0.10753, -2.65153, 0.43423], [0.73356, -2.57101, -0.65731], [0.42347, -1.83507, -1.68930], [-0.23132, -0.22292, -1.78886], [1.13286, -2.45422, -3.21306], [2.65285, -1.49248, -3.09541], [3.14270, -0.95642, -4.41272], [4.09359, -1.60974, -5.18992], [4.63550, -0.98256, -6.30691], [4.22818, 0.29412, -6.66167], [3.20302, 0.92325, -5.94285], [2.66074, 0.28854, -4.84818], [1.99343, -2.89279, 1.50427], [3.07788, -3.75577, 1.56859], [4.36147, -3.28421, 1.34892], [4.58727, -1.93550, 1.11766], [3.54464, -1.03588, 1.19849], [2.26826, -1.46096, 1.48887], [1.30052, -0.58329, 1.74676], [0.36992, -5.36337, 1.95471], [0.33006, -4.17214, 3.26761], [-1.11053, -4.26070, 2.13813], [2.41830, -0.65520, -2.45189], [3.37963, -2.06099, -2.56133], [4.40032, -2.64101, -4.91644], [5.41669, -1.49288, -6.88096], [4.72425, 0.77189, -7.49591], [2.83481, 1.90424, -6.25773], [1.81995, 0.74056, -4.28933], [2.95614, -4.81925, 1.72652], [5.15027, -4.00457, 1.33928], [5.59689, -1.55167, 0.96123], [3.68200, 0.01405, 1.00438], [-1.97965, -0.64095, 2.79505], [-3.16327, -0.90915, 3.24165], [-3.41635, -0.71111, 4.58844], [-4.60426, -1.11024, 5.09381], [-5.65497, -1.57204, 4.27350], [-5.45933, -1.66498, 2.92488], [-4.19511, -1.38357, 2.37728], [-3.98934, -1.46974, 0.96892], [-3.11094, -0.73016, 0.20166], [-3.39919, -1.04469, -1.10035], [-4.33540, -2.01918, -1.19536], [-4.73341, -2.27084, 0.12208], [-2.59974, -0.31183, 5.18128], [-4.77673, -1.01308, 6.14763], [-6.61412, -1.84566, 4.67210], [-6.33243, -1.91106, 2.28251], [-2.83625, -0.59958, -1.90931], [-4.75123, -2.50855, -2.04837], [-5.41686, -2.97271, 0.44435], [-0.16610, 5.03521, -2.30579], [-0.59227, 4.52543, -0.93919], [-1.96991, 3.89811, -0.95549], [0.45583, 3.61268, -0.31170], [0.22450, 3.41666, 1.14017], [0.81815, 4.31988, 2.03890], [0.57089, 4.17349, 3.37450], [-0.33605, 3.21505, 3.85191], [-0.89090, 2.28725, 2.97739], [-0.45530, 2.32662, 1.66246], [-0.88677, 5.80142, -2.61965], [-0.20802, 4.18365, -3.02092], [0.86784, 5.41322, -2.24903], [-0.67172, 5.32126, -0.28869], [-1.95439, 2.99369, -1.60847], [-2.69845, 4.66186, -1.27107], [-2.22600, 3.66723, 0.07446], [1.42396, 4.09025, -0.51869], [0.32400, 2.65897, -0.87919], [1.39450, 5.15605, 1.69217], [1.05449, 4.84688, 4.07091], [-0.63763, 3.21595, 4.90625], [-1.58126, 1.54244, 3.34222]],
  "forces_ev_per_a": [[0.1, 0.4, 0.2], [-0.1, -0.3, 1.8], [-0.3, 2.5, -1.8], [1.1, -2.4, 2.1], [-1.0, 0.6, -2.5], [1.1, -0.1, 1.0], [-0.4, 0.1, 0.1], [-0.1, -0.1, 0.0], [-0.1, 0.6, -0.5], [0.0, 0.2, -0.1], [0.0, -0.7, 0.4], [0.3, -0.2, -0.1], [-0.1, -0.1, 0.1], [0.3, 0.1, -0.6], [-0.5, -0.1, 0.7], [0.2, 0.6, 0.4], [0.1, 0.1, -0.3], [-0.1, -0.1, 0.2], [0.3, 0.1, 0.2], [0.5, 0.2, -0.2], [-1.8, -0.6, 0.1], [0.8, -0.6, -0.4], [-0.5, 0.9, -0.1], [-0.5, -0.3, -0.6], [0.3, -0.4, 0.1], [-0.1, 0.3, 0.1], [0.7, -0.6, 0.1], [-0.1, 0.9, -0.1], [-0.3, 0.2, 0.2], [-0.2, 0.2, -0.1], [0.1, -0.3, 0.1], [0.6, -0.2, -0.3], [-0.3, -0.1, -0.2], [0.6, -0.2, 0.0], [-0.2, -0.2, -0.1], [0.1, 0.3, 0.2], [0.5, -0.1, -0.4], [-0.1, -0.2, -1.2], [0.4, -0.2, 0.2], [-1.5, -0.1, 0.4], [0.4, 0.1, 0.5], [-0.2, -0.1, -0.7], [-0.3, 0.3, 1.2], [0.9, 0.3, -3.0], [-1.7, -1.0, 1.3], [0.4, -0.3, -0.5], [-0.3, 0.3, 1.1], [0.2, 0.1, 0.5], [-0.2, -0.1, 0.1], [-0.1, 0.0, 0.4], [-0.2, 0.1, 0.3], [0.8, 0.1, 0.4], [-0.1, -0.1, 0.1], [-0.2, -0.2, -0.1], [0.8, 0.8, -0.4], [-0.3, -0.7, 0.2], [-0.3, 0.6, -0.2], [0.1, 0.2, -0.3], [0.0, -1.1, -0.9], [0.8, 0.3, 1.4], [-0.7, -0.2, -0.8], [-0.3, 0.1, 1.2], [-0.2, 0.2, 0.4], [1.2, 1.3, 0.7], [-1.7, -1.5, -2.5], [0.4, -0.2, 0.1], [0.1, 0.5, 0.6], [-0.6, -0.1, 0.0], [0.1, -0.2, -0.4], [-0.1, 0.8, 0.6], [0.4, -0.4, -0.3], [0.2, -0.5, 0.0], [-0.3, -0.2, -0.1], [0.5, 0.6, 0.4], [0.5, 0.3, -0.1], [-0.1, 0.0, 0.1], [0.3, 0.0, -0.3], [0.1, -0.2, 0.0]],
  "orbital_gap_ev": [6.47, 6.49],
  "e_homo_ev": [-6.690, -6.704],
  "spin_multiplicity": 5
}

---

no.,strongest force on any atom (eV/A)
1,1.04
2,4.42
3,3.34